Entry w
Here is a 2-piece molecular cluster, C5H8NO overall from the OMol25 dataset. Energies are from the ωB97M-V functional and the def2-TZVPD basis.

Geometry (Å):
C  -1.57102  -0.15107  0.39788
C  -2.47440  0.86968  -0.07564
C  0.89961  -1.57084  -0.36543
C  1.32592  -0.43721  0.54711
C  1.44476  0.93729  -0.05259
N  0.13363  -1.14732  0.72268
O  -2.70926  -0.57197  0.18155
H  -2.95554  1.55059  0.60984
H  -2.46020  1.13953  -1.12776
H  0.71205  -1.27647  -1.38755
H  1.20559  -2.60878  -0.25741
H  1.99065  -0.58731  1.39839
H  1.09641  1.68539  0.65689
H  0.87395  1.02000  -0.97408
H  2.48784  1.14849  -0.27389

Summary:
**Total charge**: +1
**HOMO-LUMO gap (alpha / beta)**: 9.06 / 9.06 eV

=====

Entry x
Here is an isolated ion of composition C5H8NO and charge +1 from the OMol25 dataset. Energies are from the ωB97M-V functional and the def2-TZVPD basis.

Geometry (Å):
C  -1.14096  0.32629  0.12982
C  -2.37336  0.57219  -0.17322
C  1.02011  0.66655  -0.40946
C  0.03997  -0.33174  -0.14410
C  0.48927  -1.72305  0.05233
N  -0.01763  0.97978  0.74013
O  2.19569  0.57253  0.11809
H  -2.98774  1.35825  0.23994
H  -2.98962  -0.03386  -0.77610
H  0.85096  1.45230  -1.18073
H  1.35970  -1.84598  0.80001
H  0.79369  -1.76285  -1.04242
H  -0.33692  -2.44224  0.19207
H  0.21810  1.08282  1.67924
H  2.87876  1.12901  -0.22561

Summary:
**Total charge**: +1
**SMILES**: C=C1[N@@H+]2[C@@H](O)[C@]12C
**HOMO-LUMO gap**: 11.04 eV

=====

Entry y
Here is an isolated ion of composition C5H8NO and charge +1 from the OMol25 dataset. Energies are from the ωB97M-V functional and the def2-TZVPD basis.

Geometry (Å):
C  0.47432  1.00311  0.15279
C  0.36273  0.49776  -1.12235
C  -0.08238  0.15126  1.19889
C  -0.18459  0.85743  2.49243
C  -0.33596  -1.65825  -2.05030
N  -0.37984  -0.45824  -1.41833
O  -0.51021  -0.90202  0.89642
H  0.91788  1.88171  0.38550
H  1.15737  0.79244  -1.92720
H  -1.26426  0.82410  2.79852
H  0.29276  0.26686  3.35477
H  0.40439  1.75029  2.47302
H  -0.77174  -2.22726  -1.32692
H  -0.89392  -1.64665  -3.07860
H  0.72147  -2.09062  -2.10066

Summary:
**Total charge**: +1
**HOMO-LUMO gap (alpha / beta)**: 7.80 / 7.18 eV

=====

So which one is most stable? That would be entry x, about 0.0331 hartree below the next structure.

=====

Entry w
Here is one molecule with the formula C7H9N3 from the OMol25 dataset. Energies are from the ωB97M-V functional and the def2-TZVPD basis.

Geometry (Å):
C  2.09603  -0.65716  -0.29421
C  2.71380  1.43573  0.19054
C  0.99943  0.17552  -0.15485
C  -1.41111  0.77223  -0.22872
C  -2.82481  0.45251  -0.34273
C  -0.44002  -0.18162  -0.04265
C  -0.73798  -1.66695  0.34523
N  1.43162  1.45440  0.18317
N  -3.63307  1.35431  0.10528
N  3.16635  0.19400  -0.10406
H  2.36141  -1.63715  -0.31053
H  3.39652  2.18630  0.56670
H  -1.24137  1.77185  -0.32173
H  -2.97123  -0.61580  -0.74186
H  -0.02054  -2.17398  1.02459
H  -0.88159  -2.31848  -0.47055
H  -1.62136  -1.53985  0.81200
H  -4.58458  0.98105  0.11030
H  4.20250  0.01310  -0.32593

Summary:
**SMILES**: [H]/N=C/C=C(\C)c1c[nH]cn1
**HOMO-LUMO gap**: 8.75 eV

=====

Entry x
Here is a 2-piece molecular cluster, C7H9N3 overall from the OMol25 dataset. Energies are from the ωB97M-V functional and the def2-TZVPD basis.

Geometry (Å):
C  -1.42950  -0.52484  1.13563
C  -5.51529  -1.04546  2.00246
C  -0.12130  -0.61532  1.78213
C  -4.97891  -0.50375  1.10536
C  1.01026  -0.77523  0.71155
C  3.02967  1.00937  -1.32827
C  3.10372  1.41516  -2.81316
N  -2.42170  -0.49998  0.58699
N  1.38453  0.22604  0.06009
N  1.96989  0.47512  -0.99167
H  -6.06972  -1.62814  2.65477
H  0.03096  -1.53225  2.42560
H  0.10565  0.36593  2.34399
H  -4.70087  -0.16959  0.18364
H  1.16961  -1.84801  0.50698
H  3.94480  1.17579  -0.77080
H  3.47843  0.54034  -3.38284
H  3.79390  2.18098  -2.99212
H  2.21587  1.75384  -3.22036

Summary:
**SMILES**: C/C=N/N=C/CC#N.C#C
**HOMO-LUMO gap**: 9.92 eV

=====

So which one is most stable? That would be entry w, about 0.1462 hartree below the next structure.

=====

Entry w
Here is C7H9N3 as an isolated structure from the OMol25 dataset. Energies are from the ωB97M-V functional and the def2-TZVPD basis.

Geometry (Å):
C  3.26601  1.85417  -1.53211
C  -0.46264  -0.07592  0.44225
C  -0.30561  -1.34894  -0.13432
C  -1.43163  -2.26429  -0.32363
C  -2.53184  -1.83020  0.20119
C  -2.74335  -0.58764  0.97931
C  -1.61256  0.30734  0.99145
H  3.41417  3.24109  -1.58197
H  2.86006  1.49913  -2.22331
H  4.38182  1.54941  -1.36771
H  1.13149  0.66942  1.34078
H  0.80427  -1.82881  -0.73418
H  -1.23069  -3.23014  -0.61983
H  -3.49698  -2.44506  0.15275
H  -3.76545  -0.41757  1.32789
H  -1.79057  1.22550  1.17077
N  2.50009  1.56198  -0.28992
N  1.47733  1.00580  -0.49049
N  0.68280  0.77649  0.60756

Summary:
**HOMO-LUMO gap**: 9.72 eV

=====

Entry x
Here is a 2-piece molecular cluster, C7H9N3 overall from the OMol25 dataset. Energies are from the ωB97M-V functional and the def2-TZVPD basis.

Geometry (Å):
C  -2.00232  1.67320  -0.24272
C  2.25209  0.27739  -0.57822
C  2.17573  1.59769  -0.34992
C  1.01861  -0.26800  0.06772
C  0.55123  -1.66469  0.01253
C  -2.24732  -0.64588  -0.71975
C  -2.11948  0.35085  0.19099
N  -1.97851  2.75367  -0.62242
N  1.23476  1.78571  0.63461
N  0.54340  0.67856  0.83418
H  2.95556  -0.26867  -1.15998
H  2.62625  2.52769  -0.69771
H  1.32142  -2.38989  -0.00401
H  -0.03557  -1.79626  0.88572
H  -0.19556  -1.78247  -1.00957
H  -2.11393  -0.32368  -1.72046
H  -2.16391  -1.70705  -0.31389
H  0.77808  2.60507  1.02343
H  -2.24442  0.16960  1.32066

Summary:
**SMILES**: Cc1cc[nH]n1.C=CC#N
**HOMO-LUMO gap**: 9.88 eV

=====

So which one is most stable? That would be entry x, about 0.1543 hartree below the next structure.

=====

Entry w
Here is a 2-piece molecular cluster, C3H10NO2 overall from the OMol25 dataset. Energies are from the ωB97M-V functional and the def2-TZVPD basis.

Geometry (Å):
O  2.18069  0.48802  -0.83352
C  1.48299  1.17781  -0.05666
C  0.21221  0.68487  0.32458
C  -1.07553  1.50555  0.36393
N  -0.11179  -0.61360  -0.52329
H  1.87139  1.93171  0.56956
H  0.53260  0.46830  1.38353
H  -1.52898  1.79216  -0.57889
H  -0.83562  2.32152  1.10981
H  -1.84496  0.97536  0.99346
H  0.81912  -1.12805  -0.59947
H  -0.39283  -0.35019  -1.44131
H  -0.96681  -1.26694  -0.40499
H  -1.19040  -2.65137  1.13420
H  -2.37114  -3.12120  0.37728
O  -1.80917  -2.34870  0.49961

Summary:
**Total charge**: +1
**HOMO-LUMO gap**: 11.12 eV

=====

Entry x
Here is a 3-piece molecular cluster, C3H10NO2 overall from the OMol25 dataset. Energies are from the ωB97M-V functional and the def2-TZVPD basis.

Geometry (Å):
C  -0.74756  0.51238  0.21449
C  -0.98836  1.81434  0.23256
C  -0.75717  -1.22532  -1.43909
N  -0.22194  -0.16024  -0.94912
H  -0.84048  -0.01932  1.13946
H  -0.84129  2.35453  -0.70386
H  -1.05528  2.32770  1.17342
H  -0.31493  -1.66301  -2.32597
H  -1.57631  -1.72353  -0.90860
H  0.48014  0.28262  -1.53174
H  2.55489  3.34991  1.85089
H  1.72849  2.83266  2.94749
O  1.72890  2.85741  1.97282
H  -0.33506  -4.07974  -0.02466
H  1.09428  -3.91893  -0.46498
O  0.22460  -3.51426  -0.57094

Summary:
**Total charge**: +1
**HOMO-LUMO gap**: 9.64 eV

=====

Entry y
Here is a 2-piece molecular cluster, C3H10NO2 overall from the OMol25 dataset. Energies are from the ωB97M-V functional and the def2-TZVPD basis.

Geometry (Å):
O  -1.77936  -0.00379  -0.05911
C  -0.95519  0.69331  0.45932
C  0.32215  0.04261  0.94104
C  1.02719  0.92103  1.92914
N  1.23226  -0.15230  -0.30127
H  -0.99742  1.78800  0.54144
H  0.11293  -0.94473  1.33783
H  1.47815  1.85142  1.56014
H  0.34497  1.27822  2.70764
H  1.83837  0.48923  2.51938
H  1.37624  0.75069  -0.74882
H  2.09693  -0.56716  0.06230
H  0.76338  -0.77727  -1.00228
H  -1.30996  -0.93762  -2.25272
H  -0.32418  -1.17467  -3.30410
O  -0.36045  -1.17168  -2.34642

Summary:
**Total charge**: +1
**HOMO-LUMO gap**: 10.82 eV

=====

So which one is most stable? That would be entry y, about 0.0347 hartree below the next structure.

=====

Entry w
Here is C4H9NO4 as an isolated structure from the OMol25 dataset. Energies are from the ωB97M-V functional and the def2-TZVPD basis.

Geometry (Å):
C  -0.76081  0.82344  -0.51076
C  1.65888  0.36901  -1.90177
C  -0.31366  0.00007  2.35311
N  -0.60666  -0.78004  1.17273
C  -0.19489  -0.52630  -0.17360
O  1.03893  0.67385  -0.65743
O  -0.60783  -2.15685  1.47541
O  -1.76404  0.82995  -1.37186
O  -0.11747  -1.52689  -0.91025
H  -0.34048  -2.53844  0.60513
H  -2.03486  1.73488  -1.58557
H  -0.72886  1.66155  0.18991
H  2.74214  0.45179  -1.78356
H  1.45789  -0.65682  -2.21624
H  1.31260  1.06450  -2.67134
H  -1.21199  0.00586  2.97367
H  -0.05015  1.03085  2.12533
H  0.52123  -0.46042  2.88710

Summary:
**HOMO-LUMO gap**: 8.42 eV

=====

Entry x
Here is one molecule with the formula C4H9NO4 from the OMol25 dataset. Energies are from the ωB97M-V functional and the def2-TZVPD basis.

Geometry (Å):
C  -1.72826  -0.38228  0.80880
C  -0.70020  -0.70462  -0.27083
O  -1.21016  -0.26841  -1.54343
O  -0.25778  -1.93738  -0.30610
H  -1.25070  -1.08813  -2.06200
H  -2.56284  -1.06990  0.66991
H  -2.09215  0.64234  0.72907
H  -1.29766  -0.55298  1.79533
C  0.57486  1.61356  0.62566
C  0.72541  0.25452  -0.02399
O  2.34536  -1.30036  0.27414
O  1.40920  0.33678  -1.24635
N  1.37805  -0.68438  0.84991
H  2.33864  -0.98080  -0.68438
H  0.72316  0.26982  -1.93726
H  0.16854  1.52063  1.63137
H  -0.10377  2.21183  0.01706
H  1.54031  2.11976  0.67308

Summary:
**HOMO-LUMO gap (alpha / beta)**: 7.71 / 6.73 eV

=====

So which one is most stable? That would be entry x, about 0.0259 hartree below the next structure.